No. 1
47
Properties=species:S:1:pos:R:3 method="wB97M-V/def2-TZVPD" gap_ev="4.67 / 5.20" max_force_ev_per_a=8.03 energy_ev=-47976.59631 lumo_energy_ev="5.276 / 5.233" total_charge=-2 spin_multiplicity=3 e_above_lowest_kcal_mol=22.1
C -0.567 0.894 -2.597
C -1.547 -0.108 -2.187
C -0.834 -1.304 -1.795
C -3.012 0.033 -2.416
C 0.561 -1.044 -1.833
C 0.812 0.326 -2.404
C 2.040 1.119 -2.275
C -0.842 2.268 -3.104
C -1.426 -2.644 -1.585
C 1.641 -2.023 -1.532
W -0.006 0.778 -0.460
Cl -3.095 -1.304 1.186
Cl -1.488 2.373 0.147
O 2.743 -0.267 0.802
H -3.374 0.981 -2.058
H -3.550 -0.746 -1.866
H -3.251 -0.055 -3.472
H -2.452 -2.588 -1.267
H -0.894 -3.179 -0.806
H -1.348 -3.225 -2.498
H 1.321 -2.718 -0.769
H 2.555 -1.533 -1.221
H 1.847 -2.589 -2.442
H 2.893 0.453 -2.260
H 2.028 1.742 -1.092
H 2.019 1.905 -3.034
H -1.865 2.585 -2.858
H -0.734 2.237 -4.189
H -0.130 3.001 -2.707
H 3.008 -1.151 1.043
O 1.429 2.000 -0.051
H 1.112 2.881 -0.179
C 0.305 1.521 3.614
C 0.235 0.040 3.239
C 1.381 -0.713 3.903
C -1.078 -0.538 3.698
C 0.461 -0.067 1.720
C 1.363 -0.235 0.870
H 0.179 1.639 4.693
H -0.482 2.077 3.093
H 1.273 1.951 3.327
H 1.285 -0.645 4.987
H 1.351 -1.768 3.623
H 2.357 -0.301 3.623
H -1.916 -0.014 3.218
H -1.163 -1.579 3.371
H -1.147 -0.470 4.798

---

No. 2
57
Properties=species:S:1:pos:R:3 method="wB97M-V/def2-TZVPD" gap_ev=6.52 max_force_ev_per_a=9.21 energy_ev=-108955.51192 lumo_energy_ev=-4.550 total_charge=+1 spin_multiplicity=1
C 1.826 -3.848 -1.380
N 1.383 -2.493 -1.887
C 1.337 -1.328 -1.110
N 0.883 -0.076 -1.825
C 1.766 1.120 -1.549
P 2.575 1.786 -3.191
O 1.553 2.892 -3.768
C 2.839 0.932 -0.327
P 4.587 0.376 -0.843
S 4.826 -1.542 -1.053
C 2.144 -0.008 0.858
C 2.959 0.012 2.279
S 4.221 -1.351 2.502
O 3.650 -2.798 2.347
O 4.693 -1.262 4.007
N 1.784 -1.402 0.353
C 0.682 -1.981 1.222
C -0.832 -1.478 0.840
C -1.689 -2.508 -0.104
O -1.558 -3.839 -0.087
N -2.704 -1.891 -1.091
C -3.585 -0.895 -0.361
C -4.936 -1.484 0.405
C -5.862 -0.395 1.241
C -5.487 1.226 1.330
C -4.176 1.823 0.530
C -3.256 0.744 -0.298
H 2.511 -3.823 -0.431
H 0.866 -4.544 -1.243
H 2.470 -4.349 -2.244
H 1.104 -2.433 -2.903
H -0.128 0.107 -1.616
H 1.032 1.999 -1.213
H 3.810 2.517 -2.930
H 2.694 0.777 -4.212
H 2.961 2.008 0.176
H 5.495 0.783 0.238
H 5.106 1.003 -2.038
H 1.096 0.522 1.076
H 2.180 0.112 3.178
H 3.567 1.039 2.296
H 5.421 -1.153 1.747
H 0.685 -3.166 1.090
H 0.828 -1.793 2.377
H -1.418 -1.372 1.875
H -0.795 -0.365 0.410
H -3.270 -2.645 -1.544
H -5.232 -2.629 0.362
H -6.813 -0.730 1.840
H -6.130 1.985 1.954
H -3.833 2.954 0.533
H -2.269 1.061 -0.888
C -4.205 6.375 0.656
Cl -5.350 7.137 1.774
Cl -4.530 4.638 0.521
Cl -4.283 7.148 -0.937
H -3.196 6.507 1.054

---

No. 3
58
Properties=species:S:1:pos:R:3 method="wB97M-V/def2-TZVPD" gap_ev=11.31 max_force_ev_per_a=1.78 smiles="COC(=O)OC.COC(=O)OC.ClC(Cl)Cl.ClC(Cl)Cl.CC#N.CC#N.CC#N.CC#N" energy_ev=-110392.81866 lumo_energy_ev=0.434 spin_multiplicity=1 e_above_lowest_kcal_mol=0.0
C 1.980 2.930 -4.778
O 2.640 1.742 -4.319
C 3.118 1.818 -3.098
O 3.158 2.808 -2.442
O 3.585 0.631 -2.748
C 3.808 0.425 -1.353
H 1.507 2.687 -5.720
H 2.697 3.738 -4.938
H 1.269 3.253 -4.020
H 2.862 0.556 -0.832
H 4.501 1.167 -0.956
H 4.227 -0.564 -1.228
C -4.357 -3.106 1.649
O -3.860 -2.717 0.372
C -2.688 -3.270 0.038
O -2.007 -3.938 0.773
O -2.374 -2.940 -1.216
C -1.165 -3.532 -1.718
H -3.689 -2.779 2.448
H -4.428 -4.190 1.707
H -5.305 -2.598 1.774
H -0.977 -3.041 -2.667
H -1.326 -4.578 -1.987
H -0.359 -3.414 -1.000
Cl -2.101 3.184 4.648
C -0.781 2.142 4.102
Cl -1.246 0.444 4.156
Cl 0.651 2.399 5.096
H -0.556 2.419 3.081
Cl -0.184 2.246 -1.200
C -0.261 0.904 -0.063
Cl 0.237 -0.581 -0.863
Cl -1.887 0.786 0.625
H 0.399 1.076 0.780
C 2.921 5.076 0.091
C 2.055 4.228 0.889
N 1.372 3.561 1.519
H 2.628 6.115 0.218
H 2.805 4.771 -0.953
H 3.978 4.942 0.301
C 0.320 -2.572 2.678
C 1.291 -1.537 2.325
N 2.049 -0.729 2.054
H -0.431 -2.146 3.340
H 0.838 -3.359 3.231
H -0.112 -3.028 1.791
C 2.460 -2.624 -3.055
C 1.494 -3.139 -4.005
N 0.715 -3.528 -4.750
H 2.904 -1.727 -3.485
H 3.190 -3.382 -2.788
H 1.946 -2.326 -2.135
C -4.995 1.247 2.797
C -4.786 0.152 3.729
N -4.619 -0.734 4.435
H -4.485 2.144 3.152
H -6.054 1.473 2.696
H -4.572 1.015 1.821

---

No. 4
69
Properties=species:S:1:pos:R:3 method="wB97M-V/def2-TZVPD" gap_ev=10.75 max_force_ev_per_a=2.34 energy_ev=-161505.99815 lumo_energy_ev=-0.156 spin_multiplicity=1 e_above_lowest_kcal_mol=0.0
C 2.498 22.252 -4.272
Cl 2.313 20.633 -4.977
Cl 0.982 22.820 -3.519
Cl 3.077 23.381 -5.457
H 3.210 22.156 -3.461
C 2.742 22.866 -9.863
Cl 2.120 22.159 -11.359
Cl 3.766 21.694 -9.011
Cl 1.383 23.361 -8.846
H 3.283 23.764 -10.130
C 7.938 13.718 -5.112
C 8.535 15.056 -5.406
C 7.471 16.130 -5.668
O 7.615 17.012 -4.556
C 8.685 16.695 -3.835
O 9.090 17.340 -2.907
O 9.197 15.530 -4.212
H 8.662 13.001 -4.721
H 7.548 13.267 -6.030
H 7.100 13.711 -4.413
H 9.219 15.062 -6.254
H 6.461 15.742 -5.810
H 7.578 16.751 -6.563
C 1.322 17.228 -3.839
C 2.584 16.480 -4.278
C 2.257 15.421 -5.333
O 3.096 15.729 -6.441
C 3.732 16.885 -6.216
O 4.406 17.488 -7.003
O 3.461 17.365 -4.993
H 1.552 17.928 -3.040
H 0.645 16.441 -3.504
H 0.946 17.707 -4.741
H 3.136 16.020 -3.460
H 1.225 15.350 -5.676
H 2.458 14.460 -4.848
C 5.984 21.020 -6.286
C 5.890 19.926 -5.207
O 6.797 20.304 -4.217
S 7.663 21.611 -4.562
O 9.075 21.429 -4.360
O 7.025 22.725 -3.934
O 7.333 21.508 -6.141
H 5.304 21.847 -6.078
H 5.891 20.692 -7.315
H 6.065 18.957 -5.671
H 4.868 19.932 -4.820
C 7.653 19.333 -0.929
C 6.812 20.614 -1.258
O 6.302 21.022 0.016
S 7.243 20.480 1.230
O 6.428 20.243 2.378
O 8.443 21.258 1.348
O 7.530 19.067 0.465
H 8.707 19.480 -1.145
H 7.220 18.496 -1.467
H 6.032 20.456 -1.987
H 7.534 21.380 -1.541
C 9.719 23.804 -7.722
C 10.671 23.141 -6.695
O 11.966 23.414 -7.213
S 11.921 24.080 -8.710
O 11.824 23.042 -9.701
O 12.933 25.081 -8.802
O 10.456 24.731 -8.482
H 8.878 24.308 -7.242
H 9.226 23.076 -8.374
H 10.466 22.077 -6.589
H 10.510 23.570 -5.707

---

No. 5
56
Properties=species:S:1:pos:R:3 method="wB97M-V/def2-TZVPD" gap_ev="9.05 / 9.60" max_force_ev_per_a=3.11 energy_ev=-85433.88286 lumo_energy_ev="0.347 / 0.285" spin_multiplicity=4 e_above_lowest_kcal_mol=3.2
Cr -0.585 -0.335 -1.223
C -0.151 1.549 1.012
O -0.298 1.180 2.349
O -0.968 0.853 0.225
C -0.536 3.046 0.810
F 0.528 3.846 0.635
F -1.298 3.225 -0.233
F -1.097 3.583 1.890
C 0.761 1.320 3.241
C 0.699 0.304 4.375
H -0.140 0.326 5.114
H 0.745 -0.740 4.053
H 1.613 0.450 4.955
H 0.803 2.360 3.674
H 1.718 1.173 2.674
H 0.887 1.451 0.759
C 1.375 -1.938 -1.495
O 1.291 -1.029 -0.331
O 0.272 -1.725 -2.320
C 2.705 -1.610 -2.280
F 2.870 -2.247 -3.458
F 2.887 -0.322 -2.469
F 3.644 -2.057 -1.424
C 1.115 -1.725 0.989
C 1.013 -3.251 0.956
H 0.248 -3.745 0.297
H 2.019 -3.678 0.866
H 0.689 -3.446 2.021
H 0.100 -1.318 1.319
H 1.937 -1.448 1.661
H 1.457 -2.980 -1.199
Cl -2.297 0.072 -2.610
C -3.348 -5.018 0.165
C -4.350 -3.899 0.428
C -3.706 -2.555 0.883
C -2.618 -2.144 0.039
N -1.662 -1.737 -0.398
H -3.821 -5.961 0.448
H -2.412 -4.891 0.752
H -3.104 -5.103 -0.877
H -5.128 -4.118 1.130
H -4.868 -3.612 -0.477
H -3.168 -2.580 1.877
H -4.455 -1.754 0.928
C 1.892 5.928 -2.540
C 1.982 4.455 -2.026
C 1.107 3.554 -2.858
C 0.950 2.210 -2.377
N 0.583 1.179 -2.035
H 2.628 6.517 -2.088
H 0.861 6.294 -2.359
H 2.114 5.955 -3.614
H 1.809 4.529 -0.964
H 3.004 4.070 -2.083
H 1.621 3.597 -3.835
H 0.080 3.938 -2.952